The following is a DFT calculation (ωB97M-V/def2-TZVPD) of CH3I2NS as an isolated structure.

Results
HOMO energy ... -8.952 eV
Strongest force on any atom ... 0.09634 hartree/bohr
Relative energy (zero: lowest compared OMol25 entry of this formula, charge and spin) ... 0.602 eV

Last column: natural (NBO) charge in e.
Geometry (Å):
C: -0.593 0.893 -1.403  -0.07
N: -1.198 -0.185 -1.347  -0.54
S: 1.187 -0.218 2.101  -0.22
I: 2.069 -1.809 0.570  0.07
I: -2.375 -0.555 0.283  0.25
H: 0.097 0.984 -2.367  0.18
H: -0.702 1.966 -0.945  0.18
H: 1.515 -1.077 3.107  0.15